(1)
{
  "formula": "C7H21N2Si",
  "method": "ωB97M-V with the def2-TZVPD basis set",
  "elements": ["C", "C", "C", "C", "C", "C", "C", "N", "N", "Si", "H", "H", "H", "H", "H", "H", "H", "H", "H", "H", "H", "H", "H", "H", "H", "H", "H", "H", "H", "H", "H"],
  "positions_angstrom": [[4.198642, 0.340483, 0.340693], [2.383658, 0.936412, -1.156599], [-2.768258, 1.682092, 0.621068], [-4.185305, -0.325805, 0.053463], [2.814626, -0.118117, -0.160369], [-2.832975, 0.383075, -0.193899], [-0.839740, -0.928942, -0.750846], [1.788006, -0.383675, 0.854482], [-1.768798, -0.503505, 0.040021], [0.211168, -2.399515, -0.139419], [4.246029, 1.411303, 0.551085], [4.177612, -0.204139, 1.243458], [5.040884, 0.094751, -0.385487], [1.275286, 0.660322, -1.505804], [3.061044, 0.845274, -2.071421], [2.395733, 1.920603, -0.612631], [-3.537834, 2.315788, 0.251289], [-2.665033, 1.364756, 1.696994], [-1.826199, 2.215912, 0.385709], [-4.304187, -1.154131, -0.601119], [-5.064171, 0.319550, 0.061268], [-4.215005, -0.629544, 1.052723], [2.956036, -1.143033, -0.730911], [-2.831517, 0.629440, -1.307081], [-0.677405, -0.344225, -1.655313], [2.339156, -1.050992, 1.479478], [-1.761559, -0.860331, 1.049238], [1.758727, 0.550383, 1.310534], [-0.597866, -3.455662, -0.690184], [0.273812, -2.192833, 1.371604], [1.454738, -2.325827, -0.848893]],
  "forces_ev_per_a": [[-0.17, -0.49, -1.08], [-2.12, -0.94, -1.17], [2.63, -1.37, 0.23], [0.57, 0.98, -0.14], [1.04, -1.25, -3.15], [-2.63, 2.33, -2.63], [-0.13, 0.78, 1.31], [2.20, 0.44, 0.73], [1.49, -1.73, 1.89], [0.21, 1.04, 1.02], [-0.17, -0.08, 0.05], [1.59, -0.52, 1.39], [-1.14, 0.05, 1.17], [2.21, 0.98, 0.49], [-0.95, 0.73, 1.30], [-0.07, -0.66, -1.08], [-1.01, 0.45, 0.65], [-0.90, 0.95, -0.77], [-0.32, -0.27, 0.11], [-0.30, -0.71, -0.51], [0.31, 0.36, -0.81], [0.22, -1.08, 1.77], [-0.06, 1.99, 1.03], [0.32, -0.18, 1.29], [-0.57, -0.42, -0.33], [-1.45, 1.26, -0.28], [-0.04, 0.13, -1.79], [-0.43, -0.98, 0.45], [-0.42, -0.74, 0.03], [-0.46, -0.77, -0.97], [0.53, -0.26, -0.21]],
  "energy_ha": -677.9796,
  "orbital_gap_ev": 9.08,
  "multiplicity": 1,
  "e_above_lowest_kj_mol": 183.2,
  "charge": 1
}

(2)
{
  "formula": "C2H7N4S",
  "method": "ωB97M-V with the def2-TZVPD basis set",
  "elements": ["C", "C", "N", "N", "N", "N", "S", "H", "H", "H", "H", "H", "H", "H"],
  "positions_angstrom": [[-2.097578, -0.022926, -0.048330], [0.197494, -0.635472, -0.413265], [-1.166594, -0.965601, -0.428613], [-1.436469, 1.155934, 0.250610], [0.951940, -1.175009, 0.543784], [-0.088196, 1.163722, -0.123470], [-3.688470, -0.247521, 0.089975], [0.687760, -0.547974, -1.386212], [-1.443217, -1.935710, -0.390231], [-1.971431, 2.015116, 0.257511], [1.957294, -1.200315, 0.480254], [0.541266, -1.460430, 1.421685], [0.520566, 1.505389, 0.629118], [0.108326, 1.674072, -0.993653]],
  "forces_ev_per_a": [[0.00, -0.13, -0.03], [0.51, 0.50, -0.14], [-0.24, 0.22, 0.19], [-0.07, 0.09, 0.08], [0.15, -0.27, 0.29], [0.00, -0.23, -0.40], [-0.07, 0.04, -0.01], [0.02, 0.01, 0.24], [0.00, 0.00, -0.07], [0.14, 0.00, -0.02], [-0.03, -0.05, -0.13], [-0.02, 0.02, -0.07], [-0.21, -0.17, -0.20], [-0.18, -0.04, 0.25]],
  "energy_ha": -697.3380,
  "orbital_gap_ev": 9.09,
  "multiplicity": 1,
  "e_above_lowest_kj_mol": 21.1,
  "charge": 1
}

(3)
{
  "formula": "C7H13F6N3O11S2V",
  "method": "ωB97M-V with the def2-TZVPD basis set",
  "elements": ["O", "V", "O", "C", "C", "C", "O", "H", "H", "H", "H", "H", "H", "H", "C", "F", "F", "F", "S", "O", "O", "N", "S", "O", "O", "C", "F", "F", "F", "C", "N", "O", "O", "H", "H", "H", "C", "N", "O", "O", "H", "H", "H"],
  "positions_angstrom": [[1.731389, 0.759317, 0.018547], [0.360911, -0.040102, 0.125305], [0.333034, -0.611600, 1.642926], [1.889649, -2.582261, -2.386834], [0.575501, -2.488671, -1.599800], [0.717593, -3.153475, -0.240161], [0.118168, -1.167648, -1.525287], [1.708685, -2.410302, -3.445077], [2.360206, -3.544243, -2.169978], [2.582956, -1.811075, -2.040251], [-0.156277, -3.079794, -2.176390], [0.989793, -4.210874, -0.342204], [-0.199434, -3.092626, 0.347125], [1.536328, -2.723505, 0.352038], [-2.544072, 1.711287, 2.425706], [-1.355142, 1.564438, 2.994737], [-3.469903, 1.116728, 3.165321], [-2.822305, 2.996772, 2.294329], [-2.584673, 0.875943, 0.758138], [-2.290478, -0.511729, 0.955345], [-3.855617, 1.159368, 0.188149], [-1.156735, 1.442408, -0.039641], [-1.706926, 2.387080, -1.203415], [-2.331766, 1.679338, -2.269955], [-2.363402, 3.558352, -0.696891], [-0.115866, 3.030320, -1.911634], [0.553480, 2.082640, -2.557591], [-0.410083, 4.012718, -2.755226], [0.666843, 3.523086, -0.943046], [3.792544, 2.029127, -2.083799], [3.806545, 1.234119, -3.336625], [4.750428, 1.376908, -4.094719], [2.889693, 0.466223, -3.499204], [2.813712, 2.048186, -1.621847], [4.195210, 2.999687, -2.346869], [4.399207, 1.469826, -1.372087], [-1.578440, -1.702399, 4.399121], [-3.047546, -1.766206, 4.565902], [-3.499619, -1.270249, 5.582799], [-3.703640, -2.298866, 3.702776], [-1.166054, -1.152281, 5.237518], [-1.306861, -1.224140, 3.461251], [-1.107038, -2.681824, 4.441496]],
  "forces_ev_per_a": [[-0.46, -0.07, -0.29], [-0.04, -1.15, -0.34], [0.12, 0.39, -1.80], [-0.02, 0.34, 0.59], [0.06, -0.39, -0.38], [0.30, -0.40, 0.32], [0.50, 1.26, 2.66], [0.15, -0.16, -0.08], [-0.03, -0.10, -0.45], [-0.08, 0.05, 0.02], [-0.13, 0.15, 0.15], [-0.19, 0.03, -0.15], [-0.01, 0.08, -0.05], [-0.14, 0.24, -0.10], [0.26, -0.07, -0.70], [-0.06, 0.03, 0.06], [-0.07, 0.01, 0.19], [-0.03, 0.08, 0.15], [1.14, -1.95, -0.28], [0.03, 0.12, 0.63], [0.12, 1.06, -0.09], [-1.94, -0.72, 1.50], [0.23, 1.72, -1.69], [0.08, -0.28, -0.23], [0.20, -0.14, 0.30], [0.08, -0.24, 0.49], [-0.08, 0.04, -0.04], [-0.04, 0.05, -0.14], [-0.03, 0.03, -0.10], [0.23, -0.07, 0.30], [-0.34, -0.17, 0.21], [-0.01, 0.11, 0.06], [-0.06, -0.21, -0.29], [-0.24, 0.02, -0.44], [0.12, 0.04, 0.29], [0.36, 0.23, -0.15], [1.03, 0.25, 0.22], [0.16, -0.05, 0.18], [-0.13, 0.00, 0.01], [0.00, -0.09, -0.10], [-0.23, 0.25, -0.01], [-0.25, -0.06, -0.19], [-0.55, -0.27, -0.25]],
  "energy_ha": -3605.9398,
  "orbital_gap_ev": 9.21,
  "multiplicity": 1,
  "charge": -1
}

(4)
{
  "formula": "C3H11N4O",
  "method": "ωB97M-V with the def2-TZVPD basis set",
  "elements": ["C", "C", "C", "N", "N", "N", "N", "O", "H", "H", "H", "H", "H", "H", "H", "H", "H", "H", "H"],
  "positions_angstrom": [[2.472563, 0.347021, 0.207815], [-0.828125, 1.762892, 1.418650], [-1.300816, 0.214607, -1.735860], [1.796810, -0.585766, 0.268449], [3.541296, 1.088594, -0.034660], [-0.948763, 1.339020, 0.246226], [-0.584699, -1.776675, 0.610232], [-1.591476, 0.250640, -0.345503], [-1.296003, 1.321002, 2.339693], [-1.159833, -1.111473, 0.156303], [-0.288356, 2.643524, 1.582199], [-1.617117, -0.754407, -2.218330], [-0.138976, 0.445284, -1.991983], [-1.870758, 1.004275, -2.385768], [3.501267, 2.012305, 0.407628], [4.393095, 0.619469, 0.208656], [-0.735564, -1.820491, 1.604725], [-0.559374, -2.778300, 0.330553], [0.418663, -1.602578, 0.643982]],
  "forces_ev_per_a": [[0.64, -1.64, -0.42], [-2.73, -3.32, 1.57], [1.60, 1.81, -3.65], [-0.38, 0.50, 0.28], [-0.34, 1.84, 0.67], [1.76, 1.89, -3.05], [2.20, -5.04, 2.45], [-0.83, 0.63, 1.50], [0.28, 0.15, -0.76], [-1.04, 1.44, -1.09], [0.88, 1.23, -0.24], [0.39, 0.68, 1.22], [-2.72, -0.81, 1.01], [0.80, -1.14, 1.75], [0.11, -0.30, -0.48], [0.46, -0.30, -0.03], [-0.97, 0.14, 0.64], [-0.92, 0.83, -0.34], [0.83, 1.43, -1.02]],
  "energy_ha": -414.7908,
  "orbital_gap_ev": 10.59,
  "multiplicity": 1,
  "e_above_lowest_kj_mol": 576.1,
  "charge": 1
}